Below is 7 unconnected molecules or ions with the total composition C4H22O7, with properties calculated with wB97M-V/def2-TZVPD.

Geometry as XYZ:
```
33
Properties=species:S:1:pos:R:3:forces:R:3
H 0.5892 -0.7420 0.0430 -0.005 0.671 0.343
O 0.0314 -3.0783 3.6453 0.258 -0.051 -0.134
H -1.3706 -2.8143 -4.0737 0.089 0.090 -0.042
H -0.7259 0.6579 1.9689 -0.072 -0.520 -0.056
C 1.8794 2.3356 -0.5843 0.879 -0.726 -0.484
C 0.0964 -1.5807 -3.7841 0.917 0.848 -0.987
O 2.9749 -2.8654 2.6912 0.197 0.101 -0.206
H -3.7612 2.6547 -1.0678 0.397 -0.178 0.126
H -0.2596 1.3394 3.2378 0.015 0.058 0.204
H 0.8870 2.9131 0.9151 -0.310 0.003 0.242
H -0.3980 -2.1221 1.7165 0.126 0.092 0.514
H 2.1080 -2.9232 3.0930 -0.466 -0.046 0.081
H -0.0813 -2.8233 4.5610 -0.005 0.183 0.241
H -1.6237 2.6708 0.0095 -0.291 0.273 0.246
H -1.3927 2.5356 -1.7189 0.448 -0.150 -0.011
H -0.2376 -0.7177 -4.3600 -0.062 0.081 -0.295
H 1.2908 1.5542 -1.0650 -0.514 -0.192 0.190
H -1.2106 -0.2700 -0.0669 0.726 0.562 -1.016
O 1.1594 3.3072 0.0831 -0.765 0.773 0.220
H -0.5657 -1.7975 -0.6235 -0.470 -0.538 0.259
H -1.3070 4.1278 -1.0040 -0.121 -0.102 0.308
H 2.5542 1.8649 0.1307 0.393 -0.253 -0.328
H 0.7916 -2.1589 -4.3927 0.025 -0.116 -0.179
H 0.7140 -1.1423 -3.0003 -0.421 -0.393 0.593
C -1.8196 3.1680 -0.9405 0.245 -0.479 -0.919
O -0.0790 1.2811 2.2996 0.272 0.639 -0.094
O -0.9788 -2.3352 -3.3398 -0.540 -0.492 0.947
C -0.4574 -1.0297 0.1425 -0.527 0.637 -1.336
H 2.4259 2.7777 -1.4174 0.247 0.261 0.248
O -3.1714 3.3779 -1.2930 -0.692 0.628 0.257
O -0.8604 -1.3299 1.4333 0.054 -1.334 1.036
H 3.5626 -3.2699 3.3292 0.190 -0.089 0.092
H -0.7644 -3.5656 3.4322 -0.219 -0.242 -0.060
```
Positions in Å, forces in eV/Å.

Values from the calculation:
- Frontier orbital gap: 9.8 eV
- E_tot: -692.17805 a.u.
- LUMO level: 0.1 eV
- Structure (SMILES): CO.CO.CO.CO.O.O.O